{"formula": "C26H48Cl12IN3O4P", "method": "the ωB97M-V functional and the def2-TZVPD basis", "symbols": ["C", "C", "C", "C", "C", "C", "C", "O", "P", "N", "C", "N", "C", "C", "C", "O", "O", "O", "C", "I", "C", "C", "N", "H", "H", "H", "H", "H", "H", "H", "H", "H", "H", "H", "H", "H", "H", "H", "H", "H", "H", "H", "H", "H", "H", "H", "H", "Cl", "C", "C", "Cl", "H", "H", "H", "H", "Cl", "C", "C", "Cl", "H", "H", "H", "H", "Cl", "C", "C", "Cl", "H", "H", "H", "H", "Cl", "C", "C", "Cl", "H", "H", "H", "H", "Cl", "C", "C", "Cl", "H", "H", "H", "H", "Cl", "C", "C", "Cl", "H", "H", "H", "H"], "coordinates": [[4.57, 2.33, -4.82], [3.63, 2.11, -3.91], [2.93, 2.04, -2.44], [3.45, 0.80, -1.53], [2.82, -0.50, -2.29], [1.25, -0.69, -1.95], [-0.04, -0.94, -1.95], [2.86, 1.17, -0.22], [3.54, 0.09, 0.99], [4.37, -1.06, 2.15], [4.35, 1.46, 2.08], [4.70, 1.00, 3.49], [1.87, -0.03, 1.87], [1.42, 1.19, 2.81], [1.03, 2.55, 2.00], [1.54, 3.69, 2.36], [0.10, 2.58, 0.90], [5.09, 0.02, 0.12], [5.06, 0.73, -1.17], [5.94, 2.78, -1.19], [5.80, -0.16, -2.30], [7.37, 0.15, -2.50], [8.18, 0.10, -1.23], [5.33, 2.68, -5.61], [1.79, 1.90, -2.65], [3.00, 3.06, -1.87], [3.35, -1.42, -1.82], [3.06, -0.54, -3.41], [-1.14, -1.24, -1.92], [3.14, -1.15, 0.35], [3.76, -1.87, 2.35], [5.15, -1.47, 1.59], [3.79, 2.47, 2.06], [5.39, 1.67, 1.59], [5.71, 0.79, 3.56], [4.59, 1.88, 4.05], [1.76, -1.01, 2.49], [1.05, -0.12, 1.03], [0.41, 0.87, 3.30], [2.12, 1.40, 3.71], [0.45, 3.17, 0.18], [5.31, -0.05, -3.36], [5.70, -1.29, -2.04], [7.58, 1.11, -3.13], [7.79, -0.72, -3.17], [7.60, -0.12, -0.41], [8.60, 1.06, -1.15], [-3.15, 1.85, 4.92], [-2.36, 1.75, 3.32], [-3.34, 1.96, 2.19], [-4.48, 0.60, 2.03], [-1.86, 0.79, 3.25], [-1.60, 2.54, 3.30], [-2.80, 2.03, 1.24], [-3.92, 2.88, 2.32], [-9.26, 1.51, 3.49], [-8.20, 0.15, 3.06], [-8.65, -0.56, 1.81], [-10.18, -1.45, 2.06], [-8.15, -0.53, 3.92], [-7.20, 0.57, 2.91], [-7.91, -1.30, 1.51], [-8.80, 0.13, 0.98], [-0.75, -1.77, 0.12], [-1.65, -3.13, 0.84], [-2.04, -2.85, 2.29], [-0.62, -2.83, 3.37], [-1.04, -4.03, 0.76], [-2.55, -3.27, 0.24], [-2.70, -3.64, 2.65], [-2.56, -1.90, 2.39], [-8.50, -0.38, -1.54], [-9.22, -1.64, -2.58], [-8.85, -3.04, -2.12], [-7.12, -3.40, -2.37], [-8.89, -1.46, -3.61], [-10.30, -1.51, -2.54], [-9.41, -3.78, -2.70], [-9.08, -3.19, -1.06], [-8.05, 4.39, -1.77], [-7.94, 3.44, -0.27], [-6.96, 4.05, 0.72], [-5.27, 3.92, 0.16], [-7.65, 2.42, -0.54], [-8.94, 3.41, 0.16], [-7.02, 3.51, 1.67], [-7.18, 5.10, 0.91], [6.45, -3.07, -4.56], [7.74, -3.94, -3.68], [7.20, -4.69, -2.48], [6.66, -3.59, -1.19], [8.50, -3.21, -3.40], [8.18, -4.64, -4.39], [7.99, -5.31, -2.05], [6.37, -5.34, -2.75]], "homo_energy_ev": -3.99, "charge": -1, "lumo_energy_ev": 1.6}

=====

{"formula": "C16H29IO7S", "method": "the ωB97M-V functional and the def2-TZVPD basis", "symbols": ["C", "O", "C", "C", "C", "C", "C", "C", "C", "C", "C", "C", "C", "S", "O", "O", "O", "C", "I", "H", "H", "H", "H", "H", "H", "H", "H", "H", "H", "H", "H", "H", "H", "H", "H", "H", "H", "H", "H", "H", "H", "H", "H", "H", "O", "C", "O", "C", "C", "O", "H", "H", "H", "H"], "coordinates": [[-1.69, 4.33, 0.56], [-1.84, 3.26, 1.46], [-0.59, 2.67, 1.80], [-0.85, 1.51, 2.74], [-1.35, 0.24, 2.03], [-0.37, -0.96, 2.06], [0.27, -1.29, 0.70], [1.54, -2.13, 0.86], [2.25, -2.50, -0.45], [3.34, -1.52, -0.91], [2.85, -0.16, -1.42], [1.77, -0.32, -2.51], [1.28, 1.02, -3.11], [2.10, 2.47, -2.49], [1.56, 2.77, -1.20], [2.13, 3.47, -3.52], [3.62, 2.02, -2.28], [3.97, 0.63, -2.10], [5.85, 0.68, -1.09], [-1.37, 5.24, 1.07], [-2.66, 4.50, 0.09], [-0.96, 4.10, -0.22], [-0.10, 2.32, 0.88], [0.06, 3.42, 2.26], [0.06, 1.30, 3.29], [-1.60, 1.85, 3.46], [-2.30, -0.07, 2.47], [-1.58, 0.48, 0.98], [0.42, -0.78, 2.80], [-0.91, -1.85, 2.41], [0.46, -0.37, 0.15], [-0.46, -1.88, 0.14], [1.25, -3.07, 1.35], [2.23, -1.64, 1.55], [1.52, -2.67, -1.25], [2.75, -3.47, -0.31], [3.94, -2.00, -1.69], [4.02, -1.35, -0.07], [2.47, 0.44, -0.59], [0.91, -0.88, -2.15], [2.21, -0.91, -3.32], [1.37, 1.05, -4.19], [0.24, 1.23, -2.85], [4.19, 0.21, -3.08], [-2.40, -1.64, -1.35], [-3.21, -1.87, -0.51], [-4.47, -1.39, -0.48], [-5.19, -2.03, 0.57], [-4.07, -2.49, 1.49], [-2.98, -2.65, 0.58], [-5.87, -1.32, 1.03], [-5.75, -2.87, 0.16], [-3.80, -1.73, 2.23], [-4.26, -3.43, 1.99]], "homo_energy_ev": -9.46, "lumo_energy_ev": 0.4, "smiles": "COCCCCCCCC[C@@H]1CCS(=O)(=O)O[C@H]1I.O=C1OCCO1"}